[1]
13
Properties=species:S:1:pos:R:3 method="wB97M-V/def2-TZVPD" relative_energy_kj_mol=343.4 lumo_ha=0.02790 homo_lumo_gap_ev=10.4 charge=0
O 1.270 -0.466 1.468
N -0.892 0.419 -0.836
C 0.400 -0.142 0.444
C 0.624 0.608 -0.873
C -0.599 -0.992 -0.390
C -0.802 0.788 0.623
H 1.129 0.060 -1.678
H 1.905 -1.130 1.174
H -0.315 -1.551 -1.280
H 0.939 1.657 -0.832
H -0.629 1.853 0.799
H -1.655 0.406 1.192
H -1.374 -1.510 0.189

=====

[2]
14
Properties=species:S:1:pos:R:3 method="wB97M-V/def2-TZVPD" smiles="CC(=O)N(C)C=O" relative_energy_kj_mol=37.4 lumo_ha=0.02943 homo_lumo_gap_ev=11.1 charge=0
O -1.946 1.009 0.398
O 0.872 -1.394 -1.165
N 0.087 -0.073 0.500
C 1.055 -0.671 1.402
C -0.481 0.438 -1.866
C -0.960 0.671 1.011
C 0.194 -0.438 -0.856
H 0.977 -1.762 1.401
H 2.058 -0.389 1.072
H -0.408 1.493 -1.607
H -1.537 0.177 -1.947
H -0.790 0.960 2.065
H 0.029 0.257 -2.808
H 0.852 -0.279 2.400

=====

[3]
14
Properties=species:S:1:pos:R:3 method="wB97M-V/def2-TZVPD" smiles="O=C1CNC[C@@H]1O" relative_energy_kj_mol=142.7 lumo_ha=0.02768 homo_lumo_gap_ev=10.1 charge=0
O 0.515 -2.212 -0.543
O 2.218 -0.177 0.121
N -0.805 0.621 -1.080
C 0.868 -0.044 0.456
C -1.328 -0.585 -0.452
C 0.040 -1.172 -0.160
C 0.167 1.194 -0.142
H -1.914 -1.215 -1.121
H -0.315 1.794 0.648
H 0.754 -0.067 1.551
H -1.493 1.274 -1.429
H 0.904 1.810 -0.662
H -1.896 -0.418 0.485
H 2.288 -1.008 -0.374

=====

[4]
14
Properties=species:S:1:pos:R:3 method="wB97M-V/def2-TZVPD" smiles="C[C@H]1OC=C(N)O1" relative_energy_kj_mol=260.6 lumo_ha=0.03629 homo_lumo_gap_ev=8.5 charge=0
O 0.235 1.065 0.803
O 0.017 -0.785 -0.528
N -2.008 -0.033 -1.547
C -1.102 0.957 0.364
C 2.160 -0.305 0.457
C 0.682 -0.236 0.670
C -1.103 -0.043 -0.550
H 0.312 -0.820 1.529
H -2.369 -0.828 -2.054
H -2.458 0.865 -1.413
H 2.668 0.224 1.266
H 2.400 0.172 -0.497
H -1.910 1.115 1.060
H 2.475 -1.349 0.439

=====

[5]
14
Properties=species:S:1:pos:R:3 method="wB97M-V/def2-TZVPD" smiles="CC(=O)NCC=O" relative_energy_kj_mol=159.0 lumo_ha=0.01366 homo_lumo_gap_ev=10.3 charge=0
O 2.609 -2.216 -0.005
O -0.884 2.532 -0.551
N 0.258 0.582 -0.640
C -1.848 0.428 0.476
C 0.607 -0.751 0.008
C 2.102 -1.113 -0.160
C -0.827 1.305 -0.268
H -1.637 -0.621 0.020
H 2.745 -0.216 -0.295
H -2.860 0.690 0.217
H -1.715 0.482 1.581
H 0.366 -0.719 1.080
H 0.006 -1.590 -0.482
H 1.080 1.206 -0.981

=====

[6]
14
Properties=species:S:1:pos:R:3 method="wB97M-V/def2-TZVPD" relative_energy_kj_mol=635.9 lumo_ha=0.00439 homo_lumo_gap_ev=9.2 charge=0
O -1.401 -1.281 1.000
O -0.734 0.285 -0.324
N 0.769 -1.031 0.891
C -1.957 0.780 -0.371
C 1.859 0.669 -0.437
C 1.763 -0.590 0.009
C -0.486 -0.623 0.554
H 0.878 -2.318 1.009
H -1.985 1.687 -0.930
H -2.389 0.917 0.515
H 1.120 1.980 0.079
H -2.883 0.186 -0.858
H 2.638 -1.589 -0.201
H 2.809 0.929 -0.935

=====

[7]
14
Properties=species:S:1:pos:R:3 method="wB97M-V/def2-TZVPD" smiles="CN1C=C(O)OC1" relative_energy_kj_mol=436.7 lumo_ha=0.02885 homo_lumo_gap_ev=8.8 charge=0
O 0.478 1.696 0.217
O 2.644 1.256 -0.818
N -0.363 -0.433 0.553
C -0.646 0.962 0.334
C 1.154 -0.612 -0.149
C 1.656 0.561 -0.283
C -1.392 -1.345 0.089
H -1.387 1.139 -0.476
H -2.177 -1.413 0.837
H -1.125 1.032 1.369
H -1.826 -1.063 -0.876
H -0.942 -2.340 -0.008
H 1.471 -1.630 -0.156
H 2.456 2.190 -0.632

=====

[8]
14
Properties=species:S:1:pos:R:3 method="wB97M-V/def2-TZVPD" smiles="[H]/N=C1/OC[C@@H](C)O1" relative_energy_kj_mol=101.7 lumo_ha=0.02984 homo_lumo_gap_ev=10.7 charge=0
O 0.436 1.155 -0.257
O 0.404 -0.098 1.581
N -0.612 1.964 1.673
C 0.480 -0.205 -0.712
C 0.994 -0.894 0.551
C 0.036 1.090 1.044
C -0.934 -0.611 -1.097
H 2.087 -0.860 0.634
H 1.174 -0.250 -1.554
H 0.645 -1.923 0.667
H -0.954 -1.510 -1.717
H -1.394 0.213 -1.648
H -0.831 2.721 1.029
H -1.531 -0.791 -0.195

=====

[9]
14
Properties=species:S:1:pos:R:3 method="wB97M-V/def2-TZVPD" relative_energy_kj_mol=341.6 lumo_ha="0.00438 / 0.00435" homo_lumo_gap_ev="8.0 / 8.0" charge=0
O 0.688 -2.237 0.594
O 2.256 0.081 0.830
N -1.021 0.697 -0.018
C 0.106 1.237 0.371
C 0.882 0.134 0.991
C 0.141 -1.140 0.516
C -1.122 -0.683 0.063
H -1.799 1.285 -0.279
H -1.932 -1.204 -0.425
H -1.013 -0.141 -2.820
H 0.589 0.195 2.066
H 0.271 2.304 0.349
H -0.486 0.348 -3.009
H 2.440 -0.876 0.771

=====

[10]
14
Properties=species:S:1:pos:R:3 method="wB97M-V/def2-TZVPD" relative_energy_kj_mol=283.1 lumo_ha=0.01830 homo_lumo_gap_ev=9.9 charge=0
O 1.511 1.506 0.405
O -1.791 0.309 0.644
N -0.598 -1.522 -0.045
C 0.673 0.299 -1.397
C 0.806 0.431 -0.072
C -1.692 -0.877 0.013
C 0.463 -0.852 0.713
H 1.357 -1.476 0.724
H 1.169 1.920 1.205
H 0.118 -0.690 1.745
H 0.775 1.134 -2.071
H -2.579 -1.225 -0.524
H -0.902 0.757 0.382
H 0.598 -0.704 -1.803

=====

[11]
14
Properties=species:S:1:pos:R:3 method="wB97M-V/def2-TZVPD" smiles="CC1(C)C=[N+]([O-])O1" relative_energy_kj_mol=588.8 lumo_ha=0.02496 homo_lumo_gap_ev=9.4 charge=0
O -3.212 0.022 -0.037
O -1.088 -0.398 0.967
N -2.025 -0.078 -0.046
C 0.041 -0.040 0.088
C 0.941 -1.300 -0.114
C -0.998 0.350 -0.893
C 0.779 1.151 0.542
H 1.344 -1.158 -1.112
H -1.015 0.347 -2.021
H 0.821 1.402 1.592
H 1.890 0.827 0.263
H 1.731 -1.118 0.620
H 0.578 2.081 0.030
H 0.212 -2.087 0.121

=====

[12]
14
Properties=species:S:1:pos:R:3 method="wB97M-V/def2-TZVPD" smiles="C=C(N)O[C@H]1CO1" relative_energy_kj_mol=262.8 lumo_ha=0.03916 homo_lumo_gap_ev=9.5 charge=0
O -0.456 0.342 0.648
O -0.572 0.488 -1.704
N 1.745 0.734 0.997
C -1.095 -0.042 -0.519
C 0.950 -1.569 0.922
C -1.829 0.990 -1.233
C 0.779 -0.248 0.839
H 1.941 -1.997 1.020
H 1.612 1.514 0.367
H -1.379 -1.093 -0.562
H 2.694 0.385 0.988
H 0.100 -2.240 0.921
H -1.798 2.003 -0.838
H -2.691 0.734 -1.846

=====

[13]
14
Properties=species:S:1:pos:R:3 method="wB97M-V/def2-TZVPD" relative_energy_kj_mol=113.4 lumo_ha=0.03468 homo_lumo_gap_ev=11.2 charge=0
O 0.036 -1.266 -0.889
O -2.063 -0.334 -1.112
N 1.460 0.515 -1.508
C 0.995 -0.263 -0.397
C -0.146 0.408 0.385
C -0.977 -0.379 -0.625
C -0.475 -0.150 1.774
H 0.887 1.332 -1.680
H -1.481 0.179 2.058
H -0.482 -1.245 1.754
H 0.224 0.187 2.544
H -0.173 1.501 0.364
H 1.417 -0.063 -2.343
H 1.825 -0.731 0.136

=====

[14]
14
Properties=species:S:1:pos:R:3 method="wB97M-V/def2-TZVPD" smiles="C[C@H]1[C@H](C=O)N1O" relative_energy_kj_mol=368.4 lumo_ha=0.03354 homo_lumo_gap_ev=10.7 charge=0
O -0.300 1.870 1.025
O 2.775 -0.244 -0.777
N -0.622 1.026 -0.068
C 1.931 0.459 -0.267
C 0.522 0.441 -0.766
C -0.303 -0.348 0.208
C -1.275 -1.466 -0.033
H -0.999 2.536 0.969
H 0.418 0.389 -1.848
H -2.008 -1.229 -0.806
H 0.264 -0.464 1.134
H -1.807 -1.658 0.905
H -0.735 -2.377 -0.310
H 2.141 1.067 0.633

=====

[15]
14
Properties=species:S:1:pos:R:3 method="wB97M-V/def2-TZVPD" relative_energy_kj_mol=305.2 lumo_ha=0.02238 homo_lumo_gap_ev=9.6 charge=0
O 1.662 -1.207 0.850
O -1.670 1.626 -0.109
N 1.998 0.360 -0.763
C -0.577 1.077 -0.600
C -1.145 -0.945 0.856
C 1.220 -0.430 0.028
C -0.299 -0.316 -0.231
H -0.450 -0.822 -1.202
H -1.310 2.380 -0.642
H -0.816 -1.970 1.028
H 2.985 0.382 -0.559
H 1.570 1.142 -1.242
H -1.042 -0.389 1.792
H -2.200 -0.936 0.567

=====

[16]
14
Properties=species:S:1:pos:R:3 method="wB97M-V/def2-TZVPD" relative_energy_kj_mol=432.5 lumo_ha=0.01955 homo_lumo_gap_ev=9.6 charge=0
O 1.098 -0.454 0.435
O -0.882 0.328 -0.368
N -0.711 -0.518 -2.551
C 0.011 0.435 0.728
C -0.228 -0.293 -1.408
C -0.663 0.038 2.018
C 1.127 -0.647 -0.909
H -1.057 -0.979 1.936
H 0.058 0.079 2.839
H 0.415 1.459 0.761
H -1.642 -0.115 -2.638
H 1.878 0.503 -1.570
H -1.488 0.722 2.242
H 2.083 -0.559 -1.514

=====

[17]
14
Properties=species:S:1:pos:R:3 method="wB97M-V/def2-TZVPD" smiles="[H]/N=C/COC(C)=O" relative_energy_kj_mol=160.9 lumo_ha=0.03306 homo_lumo_gap_ev=10.9 charge=0
O -0.453 -1.081 -0.378
O 0.010 1.030 -0.989
N 2.565 0.449 0.515
C 0.977 -1.249 -0.359
C -0.760 0.232 -0.506
C -2.121 0.596 -0.016
C 1.436 -0.104 0.527
H 2.575 1.279 1.110
H -2.543 -0.136 0.671
H 1.397 -1.223 -1.370
H -2.075 1.583 0.450
H 1.167 -2.222 0.102
H 0.559 0.174 1.157
H -2.735 0.670 -0.914